Record 1
The following is a quantum chemistry calculation of a molecular structure, C28H43CeN4O3S2Sb, from the OMol25 dataset.

XYZ file:
```
82
Properties=species:S:1:pos:R:3:lowdin_spin:R:1
Ce 1.042 0.200 -0.277 1.015
C -2.471 2.071 0.269 0.000
N -1.728 1.684 -0.926 0.000
C -2.568 0.841 -1.830 0.000
C -2.693 -0.633 -1.395 0.000
N -1.503 -1.464 -1.756 0.000
C -1.485 -2.744 -1.043 0.000
C -1.332 -1.595 -3.192 0.000
C -2.513 -1.926 -3.969 0.000
C -2.502 -1.803 -5.354 0.000
C -1.250 -1.676 -6.036 0.000
C -0.117 -1.488 -5.271 0.000
C -0.073 -1.288 -3.839 0.000
S 1.409 -0.766 -2.987 -0.001
C -0.728 2.525 -1.455 0.000
C -0.806 2.918 -2.835 0.000
C 0.310 3.514 -3.391 0.000
C 1.467 3.815 -2.637 0.000
C 1.469 3.491 -1.306 -0.001
C 0.352 2.900 -0.639 0.000
S 0.586 2.534 1.031 -0.004
H -2.555 1.211 0.978 0.000
H -3.550 2.314 0.043 0.000
H -1.929 2.911 0.783 0.000
H -2.218 0.855 -2.839 0.000
H -3.617 1.170 -1.884 0.000
H -3.632 -1.051 -1.812 0.000
H -2.847 -0.568 -0.303 0.000
H -2.436 -3.193 -0.920 0.000
H -1.128 -2.568 -0.028 0.000
H -0.782 -3.446 -1.479 0.000
H -3.425 -2.187 -3.424 0.000
H -3.442 -1.798 -5.896 0.000
H -1.234 -1.919 -7.054 0.000
H 0.871 -1.329 -5.745 0.000
H -1.645 2.560 -3.389 0.000
H 0.156 3.849 -4.466 0.000
H 2.309 4.384 -3.048 0.000
H 2.393 3.519 -0.683 0.000
C -0.437 4.071 5.799 0.000
C -0.884 3.675 7.240 0.000
N -1.393 2.263 7.234 0.000
C -0.278 1.413 6.804 0.000
C 0.372 1.862 5.432 0.000
N -0.477 2.959 4.811 0.000
C -1.913 2.471 4.726 0.000
C -2.414 2.169 6.118 0.000
H 0.576 4.439 5.780 0.000
H -1.010 4.913 5.394 0.000
H -1.646 4.443 7.478 0.000
H -0.083 3.691 7.986 0.000
H -0.550 0.395 6.644 0.000
H 0.526 1.457 7.631 0.000
H 0.391 1.083 4.694 0.000
H 1.395 2.210 5.487 0.000
H -1.992 1.589 4.072 0.000
H -2.501 3.254 4.222 0.000
H -2.922 1.187 6.149 0.000
H -3.253 2.886 6.378 0.000
O 0.148 -0.446 2.065 -0.001
C 0.893 -1.538 2.023 0.000
O 1.514 -1.918 0.988 -0.002
H 0.956 -2.199 2.947 0.000
C 4.449 -5.660 -4.003 0.000
Sb 2.705 -4.447 -3.470 0.000
C 0.925 -5.456 -4.340 0.000
C 2.379 -4.916 -1.386 0.000
H 5.278 -5.062 -4.346 0.000
H 4.132 -6.387 -4.727 0.000
H 4.710 -6.244 -3.096 0.000
H 0.384 -5.819 -3.499 0.000
H 1.331 -6.271 -4.976 0.000
H 0.328 -4.804 -4.949 0.000
H 1.805 -4.159 -0.831 0.000
H 3.367 -4.943 -0.885 0.000
H 1.939 -5.890 -1.117 0.000
C 4.423 1.461 0.923 -0.001
C 3.268 0.963 0.282 -0.005
O 3.316 0.639 -0.944 0.000
H 4.433 2.528 0.578 0.000
H 5.274 0.822 0.676 0.000
H 4.379 1.495 2.012 0.000
```

Calculated values
orbital gap (spin up / spin down) = 6.66 / 6.66 eV
total charge = -1
relative energy (zero: lowest compared OMol25 entry of this formula, charge and spin) = 20.6 kcal/mol
calculated total energy = -82973.502 eV
multiplicity = 2
<S²> = 0.751



Record 2
The following is a quantum chemistry calculation of a molecular structure, C28H43CrGeN4S4Si3, from the OMol25 dataset.

XYZ file:
```
84
Properties=species:S:1:pos:R:3:lowdin_spin:R:1
Cr 0.216 -0.318 1.405 1.208
S -3.600 -1.685 3.380 -0.037
C -2.167 -1.227 2.726 0.003
S -1.232 0.148 3.198 -0.038
S -1.403 -2.028 1.397 0.002
C 2.171 3.352 2.599 0.000
C 1.236 2.454 2.095 -0.002
N 1.458 1.138 2.030 0.002
C 2.620 0.672 2.524 -0.003
C 3.661 1.511 2.990 0.000
C 3.404 2.903 3.016 -0.004
C 4.863 0.913 3.409 -0.001
C 5.019 -0.453 3.416 0.001
C 3.962 -1.311 3.057 0.000
C 4.020 -2.724 3.111 0.003
C 2.898 -3.446 2.780 0.000
C 1.731 -2.792 2.394 0.004
N 1.650 -1.463 2.310 0.003
C 2.745 -0.741 2.617 0.002
H 1.906 4.398 2.654 0.000
H 0.265 2.786 1.759 0.000
H 4.160 3.575 3.394 0.000
H 5.664 1.560 3.728 0.000
H 5.956 -0.895 3.721 0.000
H 4.933 -3.202 3.432 0.000
H 2.902 -4.523 2.812 0.000
H 0.837 -3.355 2.152 0.000
C -1.596 -0.838 -3.234 0.001
Si -2.570 0.037 -1.818 -0.010
C -3.693 1.323 -2.690 -0.005
C -3.804 -1.211 -1.034 0.002
Ge -1.038 1.095 -0.195 -0.077
Si -2.549 2.773 0.847 -0.015
C -2.775 4.116 -0.508 -0.008
C -2.049 3.723 2.435 0.000
C -4.207 1.912 1.239 -0.002
Si 0.611 2.416 -1.498 -0.007
C -0.058 2.684 -3.274 -0.003
C 0.973 4.157 -0.770 0.000
C 2.362 1.672 -1.692 0.000
H -2.039 -1.794 -3.500 0.000
H -0.555 -1.011 -2.975 0.000
H -1.604 -0.221 -4.128 0.000
H -4.399 0.810 -3.336 -0.001
H -3.118 2.009 -3.302 0.000
H -4.264 1.906 -1.976 0.000
H -4.245 -1.866 -1.781 0.000
H -4.624 -0.684 -0.555 0.000
H -3.356 -1.836 -0.267 0.001
H -1.868 4.691 -0.649 0.000
H -3.562 4.807 -0.228 -0.001
H -3.027 3.683 -1.467 0.000
H -1.255 4.445 2.263 0.000
H -1.730 3.040 3.216 0.000
H -2.910 4.267 2.812 0.000
H -4.594 1.365 0.387 0.000
H -4.962 2.627 1.552 0.000
H -4.076 1.204 2.052 0.000
H -0.956 3.290 -3.277 0.000
H -0.292 1.744 -3.759 0.000
H 0.686 3.192 -3.879 0.000
H 0.113 4.623 -0.307 0.000
H 1.316 4.816 -1.561 0.000
H 1.758 4.104 -0.024 0.000
H 2.375 0.875 -2.426 0.000
H 2.725 1.256 -0.754 0.000
H 3.070 2.431 -2.011 0.000
C -2.168 -4.628 -1.629 0.000
C -0.731 -4.260 -1.713 0.000
C 0.275 -5.034 -2.229 0.001
C 1.598 -4.554 -2.183 0.000
N 1.881 -3.366 -1.627 0.000
C 0.916 -2.621 -1.176 -0.001
S 1.285 -1.038 -0.635 -0.018
N -0.398 -3.017 -1.236 0.001
C 2.756 -5.318 -2.720 0.000
H -2.338 -5.635 -1.997 0.000
H -2.763 -3.931 -2.217 0.000
H -2.508 -4.567 -0.594 0.000
H 0.062 -6.003 -2.653 0.000
H -1.133 -2.405 -0.898 0.000
H 2.432 -6.177 -3.299 0.000
H 3.376 -5.659 -1.892 0.000
H 3.371 -4.668 -3.337 0.000
```

Calculated values
orbital gap (spin up / spin down) = 6.24 / 5.93 eV
relative energy (zero: lowest compared OMol25 entry of this formula, charge and spin) = 19.0 kcal/mol
calculated total energy = -187609.586 eV
multiplicity = 2
<S²> = 0.855



Record 3
The following is a quantum chemistry calculation of a molecular structure, C28H43F9OP2V, from the OMol25 dataset.

XYZ file:
```
84
Properties=species:S:1:pos:R:3:lowdin_spin:R:1
V -0.189 1.621 -0.355 1.174
C 0.271 1.155 1.746 -0.033
C 1.354 1.783 1.047 -0.048
C -0.436 3.267 1.094 -0.028
C -0.851 2.043 1.693 -0.044
C 0.935 3.116 0.703 -0.037
C 0.338 -0.097 2.519 0.006
H 1.213 -0.691 2.234 0.000
H -0.598 -0.742 2.395 0.002
H 0.391 0.093 3.601 -0.004
C -2.184 1.790 2.316 -0.010
H -2.277 2.171 3.346 -0.005
H -2.370 0.714 2.336 -0.001
H -2.990 2.270 1.743 -0.001
C -1.224 4.538 1.089 0.000
H -0.675 5.416 1.472 0.000
H -2.156 4.489 1.660 0.000
H -1.504 4.782 0.061 0.000
C 1.861 4.185 0.231 -0.004
H 2.072 4.914 1.030 -0.002
H 1.472 4.760 -0.619 -0.001
H 2.818 3.722 -0.039 0.000
C 2.697 1.204 0.783 -0.012
H 3.453 1.978 0.936 -0.002
H 2.818 0.808 -0.240 -0.005
H 2.892 0.398 1.496 -0.001
C 0.355 -3.241 0.675 0.000
C 1.348 -3.936 1.243 0.000
C 2.723 -4.075 0.677 0.000
C 2.837 -4.519 -0.798 0.000
C 3.247 -3.423 -1.746 0.000
C 2.839 -2.140 -1.686 0.000
C 1.799 -1.638 -0.731 0.001
C 0.507 -2.492 -0.625 -0.001
H 3.235 -4.832 1.279 0.000
H 1.918 -5.012 -1.161 0.000
H 3.301 -3.148 0.807 0.000
H 0.442 -3.182 -1.477 0.000
H -0.639 -3.171 1.128 0.000
H 1.155 -4.471 2.174 0.000
H -0.405 -1.847 -0.702 -0.001
H 2.209 -1.523 0.280 0.000
H 3.322 -1.389 -2.330 0.000
H 1.536 -0.621 -1.051 0.000
H 3.600 -5.310 -0.842 0.000
H 3.965 -3.741 -2.519 0.000
P -0.569 -0.034 -2.581 -0.019
P 0.065 3.055 -2.251 -0.003
C -0.192 1.041 -4.072 0.000
C -0.656 2.463 -3.857 -0.003
H -0.706 0.582 -4.924 0.000
H 0.891 0.966 -4.233 0.000
H -0.307 3.126 -4.652 -0.001
H -1.761 2.549 -3.757 0.000
C -0.636 4.753 -2.230 0.002
H -0.126 5.395 -1.502 0.000
H -1.695 4.696 -1.942 0.000
H -0.593 5.237 -3.215 0.000
C 1.842 3.095 -2.788 0.003
H 1.923 3.490 -3.814 0.000
H 2.249 2.075 -2.793 0.000
H 2.463 3.706 -2.124 0.000
C -2.323 -0.467 -3.002 -0.002
H -2.606 -1.406 -2.506 0.000
H -2.424 -0.612 -4.094 -0.001
H -3.004 0.323 -2.683 0.000
C 0.085 -1.497 -3.551 -0.004
H 1.182 -1.519 -3.549 0.000
H -0.257 -1.411 -4.595 -0.001
H -0.289 -2.450 -3.161 0.000
F -4.528 -0.768 3.061 0.001
C -4.075 -2.047 2.935 0.004
F -4.843 -2.837 3.739 0.002
F -4.304 -2.428 1.659 0.001
C -2.512 -2.127 3.263 0.006
O -1.863 -1.605 2.230 0.069
C -2.259 -1.450 4.684 0.003
F -3.104 -1.913 5.643 0.001
F -0.985 -1.690 5.105 0.001
F -2.400 -0.096 4.657 0.000
C -2.129 -3.682 3.470 0.000
F -2.736 -4.251 4.545 0.000
F -2.463 -4.400 2.364 0.000
F -0.782 -3.838 3.646 0.000
```

Calculated values
orbital gap (spin up / spin down) = 3.98 / 4.09 eV
total charge = +2
relative energy (zero: lowest compared OMol25 entry of this formula, charge and spin) = 27.8 kcal/mol
calculated total energy = -100483.736 eV
multiplicity = 2
<S²> = 0.876



Record 4
The following is a quantum chemistry calculation of a molecular structure, C28H44AlBN2O10, from the OMol25 dataset.

XYZ file:
```
86
Properties=species:S:1:pos:R:3:lowdin_charge:R:1
Al -1.132 -2.795 -2.299 1.108
B 0.681 -1.207 -0.370 -0.486
H 0.507 -0.683 -1.474 -0.017
H 1.089 -0.293 0.363 0.003
H -0.400 -1.563 0.023 -0.035
H 1.441 -2.162 -0.335 0.028
O 0.021 -0.964 -4.220 0.013
C 0.491 0.034 -4.652 -0.480
O 1.745 0.431 -4.349 0.013
C 1.955 1.820 -4.770 -0.126
C 0.552 2.378 -4.905 -0.146
C -0.253 1.160 -5.364 -0.042
H 2.575 1.783 -5.669 0.135
H 2.583 2.296 -4.012 0.104
H 0.536 3.212 -5.609 0.126
H 0.181 2.791 -3.963 0.098
H -0.158 1.011 -6.443 0.140
H -1.308 1.253 -5.139 0.123
O -0.514 -4.087 0.063 -0.012
C 0.154 -3.893 1.047 -0.495
O 1.341 -4.488 1.256 0.037
C 1.976 -4.000 2.451 -0.129
C 1.283 -2.660 2.724 -0.131
C -0.111 -2.863 2.125 -0.081
H 3.038 -3.996 2.209 0.117
H 1.859 -4.697 3.283 0.132
H 1.809 -1.867 2.190 0.070
H 1.182 -2.490 3.792 0.121
H -0.442 -2.000 1.574 0.054
H -0.844 -3.235 2.835 0.143
O -2.290 0.292 -1.732 0.100
C -2.285 1.477 -1.845 -0.495
O -1.234 2.249 -1.468 -0.032
C -1.561 3.663 -1.556 -0.135
C -2.746 3.733 -2.526 -0.134
C -3.412 2.348 -2.335 -0.047
H -0.670 4.222 -1.806 0.118
H -1.976 3.959 -0.586 0.121
H -2.389 3.917 -3.542 0.111
H -3.504 4.486 -2.332 0.120
H -3.886 1.962 -3.231 0.132
H -4.175 2.514 -1.573 0.134
O -1.803 0.140 4.722 0.139
C -1.756 0.654 3.647 -0.498
O -2.752 0.507 2.753 0.016
C -2.464 1.154 1.488 -0.127
C -1.375 2.162 1.846 -0.153
C -0.666 1.466 2.994 -0.069
H -3.367 1.594 1.070 0.131
H -2.100 0.395 0.800 0.107
H -1.708 3.189 1.974 0.120
H -0.665 2.210 1.011 0.090
H -0.080 2.139 3.609 0.126
H -0.070 0.645 2.561 0.116
O -2.858 -2.411 0.118 0.021
C -3.598 -2.733 1.011 -0.469
O -3.617 -3.969 1.532 0.030
C -4.773 -4.154 2.389 -0.116
C -5.160 -2.719 2.802 -0.127
C -4.756 -1.927 1.558 -0.063
H -4.475 -4.726 3.261 0.125
H -5.521 -4.671 1.795 0.130
H -4.646 -2.453 3.717 0.119
H -6.245 -2.726 2.905 0.119
H -4.564 -0.893 1.820 0.103
H -5.556 -1.923 0.815 0.138
N 4.760 0.884 2.464 0.128
C 5.797 0.024 2.224 0.043
C 5.317 -1.057 1.456 0.000
C 4.016 -0.735 1.087 -0.054
C 3.687 0.520 1.691 0.011
H 4.856 1.778 2.923 0.187
H 6.809 0.281 2.491 0.156
H 5.868 -1.892 1.058 0.143
H 3.265 -1.299 0.549 0.106
H 2.777 1.095 1.671 0.166
N 3.118 0.615 -0.506 -0.015
C 2.451 1.681 -0.972 0.038
C 3.343 2.777 -1.044 0.041
C 4.569 2.334 -0.612 0.046
C 4.418 0.922 -0.447 -0.006
H 2.705 -0.313 -0.514 0.078
H 1.381 1.601 -1.149 0.138
H 3.166 3.739 -1.495 0.137
H 5.464 2.919 -0.744 0.136
H 5.098 0.130 -0.158 0.135
```

Calculated values
orbital gap = 3.27 eV
total charge = +2
calculated total energy = -60457.222 eV
multiplicity = 1



Record 5
The following is a quantum chemistry calculation of 5 unconnected molecules or ions with the total composition C28H44ClF5O10, from the OMol25 dataset.

XYZ file:
```
88
Properties=species:S:1:pos:R:3:lowdin_charge:R:1
O -0.632 -8.372 2.637 0.120
C -1.029 -7.450 1.976 -0.296
C -2.558 -7.128 1.787 0.107
C -2.951 -6.670 0.568 -0.004
C -4.424 -6.265 0.225 -0.313
F -4.331 -4.992 -0.363 0.082
F -5.006 -7.068 -0.724 0.128
C -5.366 -6.080 1.484 -0.463
F -5.750 -7.296 1.963 0.151
F -6.507 -5.450 1.025 0.125
F -4.848 -5.256 2.433 0.144
C -1.909 -6.489 -0.606 -0.260
O -2.168 -6.759 -1.746 0.145
C -0.497 -5.984 -0.138 -0.053
C 0.303 -5.069 -0.936 -0.015
C 1.592 -4.647 -0.369 -0.585
Cl 2.556 -3.491 -1.336 0.607
C 2.051 -5.167 0.930 -0.061
C 1.234 -6.095 1.737 0.015
C -0.065 -6.497 1.184 -0.059
H -3.290 -7.234 2.624 0.133
H -0.112 -4.724 -1.907 0.122
H 3.044 -4.808 1.305 0.107
H 1.605 -6.456 2.728 0.122
C -4.505 0.947 4.091 -0.114
O -5.470 0.116 3.471 -0.184
C -5.113 -0.193 2.125 -0.191
C -4.543 -1.596 2.007 -0.192
O -3.277 -1.697 2.659 -0.197
C -3.369 -2.340 3.917 -0.108
H -4.723 0.991 5.159 0.090
H -3.495 0.555 3.955 0.076
H -4.566 1.957 3.677 0.087
H -4.409 0.546 1.730 0.117
H -6.032 -0.134 1.533 0.126
H -4.374 -1.819 0.949 0.124
H -5.245 -2.339 2.399 0.120
H -3.541 -3.413 3.775 0.072
H -4.169 -1.918 4.530 0.088
H -2.422 -2.208 4.444 0.089
C -0.828 4.104 -0.007 -0.099
O -0.206 4.134 1.270 -0.219
C -1.142 4.311 2.326 -0.190
C -1.394 2.991 3.030 -0.197
O -2.072 2.076 2.179 -0.213
C -1.198 1.095 1.639 -0.093
H -0.089 3.770 -0.737 0.085
H -1.675 3.414 -0.027 0.088
H -1.164 5.108 -0.281 0.091
H -2.073 4.752 1.957 0.128
H -0.699 5.014 3.039 0.126
H -2.043 3.168 3.894 0.122
H -0.457 2.559 3.395 0.129
H -0.914 0.378 2.416 0.091
H -0.300 1.544 1.207 0.076
H -1.731 0.559 0.852 0.092
C 3.821 0.778 0.409 -0.112
O 2.900 1.656 -0.215 -0.192
C 2.650 2.829 0.557 -0.193
C 3.397 4.028 -0.001 -0.188
O 4.804 3.888 0.164 -0.188
C 5.456 3.511 -1.038 -0.106
H 4.107 0.015 -0.316 0.085
H 4.722 1.304 0.736 0.085
H 3.348 0.291 1.266 0.086
H 2.903 2.666 1.609 0.132
H 1.578 3.021 0.495 0.083
H 3.099 4.919 0.562 0.128
H 3.141 4.193 -1.053 0.112
H 5.481 4.358 -1.732 0.081
H 4.967 2.660 -1.518 0.086
H 6.482 3.230 -0.797 0.089
C 3.667 3.187 -7.497 -0.111
O 3.057 4.325 -6.908 -0.192
C 2.553 4.058 -5.603 -0.200
C 3.472 4.619 -4.531 -0.199
O 4.712 3.923 -4.497 -0.204
C 5.759 4.652 -5.117 -0.110
H 4.195 3.513 -8.394 0.089
H 4.385 2.718 -6.820 0.084
H 2.902 2.460 -7.783 0.088
H 2.392 2.985 -5.458 0.127
H 1.581 4.557 -5.530 0.124
H 2.999 4.475 -3.554 0.112
H 3.630 5.693 -4.674 0.128
H 6.054 5.496 -4.484 0.087
H 5.468 5.019 -6.105 0.085
H 6.616 3.988 -5.232 0.090
```

Calculated values
orbital gap = 7.67 eV
calculated total energy = -76327.504 eV
multiplicity = 1
structure (SMILES) = O=C1C=C(C(F)(F)C(F)(F)F)C(=O)c2cc(Cl)ccc21.COCCOC.COCCOC.COCCOC.COCCOC